{
  "formula": "C37H49FN3O7P2SScSe2Te2",
  "method": "ωB97M-V/def2-TZVPD",
  "species": ["Sc", "O", "C", "O", "C", "O", "O", "Se", "Te", "Te", "Se", "C", "C", "S", "O", "C", "C", "H", "H", "H", "H", "H", "H", "H", "H", "H", "H", "C", "N", "C", "P", "O", "N", "C", "C", "N", "C", "C", "H", "H", "H", "H", "H", "H", "H", "H", "H", "H", "H", "H", "H", "H", "H", "H", "H", "H", "F", "C", "C", "C", "C", "C", "C", "C", "H", "H", "H", "H", "H", "H", "O", "P", "C", "C", "C", "C", "C", "C", "C", "C", "C", "C", "C", "C", "C", "C", "C", "C", "C", "C", "H", "H", "H", "H", "H", "H", "H", "H", "H", "H", "H", "H", "H", "H", "H"],
  "xyz": [[-1.589538, 0.643053, -0.887776], [-3.265872, 2.963465, 1.918058], [-2.532709, 2.523634, 1.054036], [-2.872634, 2.073089, -0.113980], [-0.966916, 2.473499, 1.285077], [-0.428769, 3.121823, 2.161571], [-0.358569, 1.713632, 0.428979], [-2.722170, 0.773378, -3.367287], [-3.434534, -0.093321, -5.636551], [-4.518938, -2.977806, -2.629954], [-3.726517, -0.780663, -1.692463], [0.332739, -2.334862, -5.331579], [0.426030, -1.412281, -4.124906], [-0.743772, -1.866255, -2.846804], [-0.332911, -0.955917, -1.684436], [-0.121050, -3.476867, -2.356030], [1.348133, -3.536344, -1.978461], [0.841333, -1.879060, -6.180949], [-0.710173, -2.481712, -5.618137], [0.793678, -3.305034, -5.135424], [0.112916, -0.398891, -4.386499], [1.419040, -1.380009, -3.673928], [-0.387992, -4.144265, -3.179726], [-0.768162, -3.739426, -1.514923], [1.990112, -3.486633, -2.861038], [1.553672, -4.474128, -1.459776], [1.596331, -2.735556, -1.275747], [-4.219035, -0.308134, 4.173668], [-3.773089, -0.372275, 2.802023], [-4.798050, 0.057832, 1.854303], [-2.363462, -1.072349, 2.288789], [-1.995377, -0.505830, 0.958206], [-1.364038, -0.822470, 3.569737], [-1.117059, 0.554002, 3.991875], [-0.287532, -1.725373, 3.966666], [-2.455462, -2.717712, 2.144996], [-3.026065, -3.490348, 3.229944], [-2.569074, -3.362071, 0.843377], [-5.090196, -0.957284, 4.335453], [-4.514051, 0.718510, 4.417431], [-3.428170, -0.610575, 4.857765], [-5.723794, -0.500423, 2.036529], [-4.478992, -0.117031, 0.830587], [-4.981199, 1.126886, 1.966291], [-1.906725, 1.227819, 3.656091], [-0.170811, 0.913048, 3.577888], [-1.063455, 0.597858, 5.085373], [-0.339636, -2.669342, 3.430955], [-0.355671, -1.905871, 5.046984], [0.685612, -1.289828, 3.730032], [-2.870856, -2.988388, 4.184484], [-2.534440, -4.466303, 3.284450], [-4.103628, -3.653324, 3.092966], [-2.090994, -2.741279, 0.088727], [-3.612907, -3.512019, 0.545782], [-2.065137, -4.331544, 0.885539], [4.049373, -5.689550, 4.267479], [3.320667, -4.793605, 3.488890], [2.207701, -5.227434, 2.785250], [1.479683, -4.342187, 2.018612], [1.814661, -2.941042, 1.897469], [1.072469, -2.056161, 1.155348], [2.980396, -2.566729, 2.665328], [3.699662, -3.461710, 3.427844], [1.914869, -6.271249, 2.840865], [0.612981, -4.712888, 1.478263], [1.342605, -1.008835, 1.070565], [0.179769, -2.373503, 0.639956], [3.289042, -1.526458, 2.651352], [4.565645, -3.127792, 3.991221], [-0.203806, 1.935075, -2.242247], [0.971003, 2.732562, -1.753144], [0.500223, 4.232145, -0.882272], [1.411693, 5.041420, -0.213853], [0.978283, 6.200724, 0.407137], [-0.362169, 6.555722, 0.352684], [-1.266908, 5.761044, -0.333412], [-0.839835, 4.601274, -0.957942], [1.802015, 3.374118, -3.237891], [3.178635, 3.544499, -3.329172], [3.738945, 4.111851, -4.465411], [2.924038, 4.510835, -5.514165], [1.547659, 4.337301, -5.430373], [0.986876, 3.774181, -4.297011], [2.210233, 1.751939, -0.906250], [2.613475, 1.965055, 0.408580], [3.506178, 1.087783, 1.003419], [3.977078, -0.013716, 0.302497], [3.566011, -0.235026, -1.002347], [2.689090, 0.648817, -1.607323], [2.459880, 4.772615, -0.171519], [1.684426, 6.818789, 0.946850], [-0.704408, 7.449149, 0.859697], [-2.314875, 6.028834, -0.365388], [-1.548086, 3.957605, -1.465127], [3.819319, 3.220657, -2.518218], [4.813304, 4.232167, -4.532213], [3.359561, 4.949649, -6.403633], [0.906813, 4.632643, -6.251460], [-0.082715, 3.611622, -4.237468], [2.170072, 2.760062, 0.992829], [3.790579, 1.231088, 2.037933], [4.623157, -0.730768, 0.792038], [3.900856, -1.115994, -1.534854], [2.344462, 0.460663, -2.617660]],
  "forces_ev_per_angstrom": [[1.25, -0.24, 0.68], [-0.04, -0.05, -0.14], [0.42, 0.18, 0.21], [0.04, -0.14, -0.06], [-0.16, 0.05, 0.00], [-0.02, 0.04, -0.01], [-0.22, -0.12, -0.02], [-0.95, -0.32, -0.50], [0.33, 0.03, 0.17], [0.35, 0.14, -0.03], [-0.95, 0.11, -0.43], [-0.01, -0.01, 0.01], [0.01, -0.01, -0.14], [-0.01, 0.23, 0.20], [-0.19, 0.11, 0.13], [0.05, -0.11, -0.01], [0.00, 0.05, 0.02], [0.03, -0.01, -0.01], [-0.01, 0.02, 0.00], [-0.02, 0.00, 0.01], [0.00, 0.02, 0.05], [-0.02, -0.01, 0.00], [-0.04, -0.01, 0.03], [0.02, 0.03, -0.05], [0.02, 0.02, 0.01], [0.01, -0.01, -0.02], [-0.01, -0.01, -0.02], [0.05, 0.01, 0.08], [-0.06, -0.01, -0.11], [0.11, -0.09, 0.02], [0.27, -0.06, 0.08], [0.04, 0.24, -0.44], [0.00, 0.01, -0.05], [-0.05, 0.02, -0.02], [-0.06, -0.05, 0.03], [-0.11, 0.00, 0.12], [0.01, 0.03, 0.00], [0.03, 0.15, 0.04], [0.00, 0.01, 0.00], [0.00, 0.00, 0.01], [0.00, 0.00, -0.04], [-0.01, 0.01, -0.05], [-0.01, 0.01, 0.02], [-0.03, 0.06, 0.01], [0.03, -0.05, 0.00], [-0.04, 0.02, 0.03], [0.00, -0.01, 0.00], [-0.03, 0.04, 0.05], [0.01, 0.02, 0.02], [-0.06, -0.04, 0.04], [0.01, 0.03, 0.01], [0.00, 0.01, -0.02], [0.00, 0.00, 0.00], [-0.04, -0.04, 0.01], [0.06, -0.02, 0.00], [0.02, -0.02, -0.03], [-0.08, 0.08, -0.09], [0.01, 0.02, -0.01], [0.12, -0.08, 0.10], [-0.09, 0.05, -0.03], [0.14, -0.15, -0.04], [0.19, 0.13, -0.12], [-0.09, 0.12, -0.04], [0.08, -0.17, 0.09], [0.00, 0.00, 0.01], [-0.02, 0.02, -0.02], [-0.04, -0.01, 0.06], [-0.12, -0.06, -0.07], [-0.01, 0.02, 0.02], [0.00, -0.01, 0.01], [-0.40, -0.12, 0.30], [0.19, -0.16, -0.28], [0.02, -0.04, 0.01], [0.05, 0.02, -0.05], [-0.04, 0.02, 0.01], [0.03, 0.03, 0.03], [-0.06, 0.05, 0.01], [0.04, -0.06, 0.05], [-0.02, 0.07, 0.06], [0.00, 0.01, 0.03], [0.00, 0.01, -0.03], [-0.02, 0.01, -0.03], [0.02, 0.02, -0.04], [0.03, -0.11, 0.02], [0.05, 0.13, 0.17], [-0.09, -0.03, 0.04], [0.01, -0.04, -0.01], [0.05, 0.00, 0.02], [0.02, -0.02, -0.01], [0.03, -0.01, -0.10], [0.01, -0.04, 0.00], [0.00, 0.00, 0.01], [0.00, 0.01, 0.00], [0.00, -0.01, 0.01], [-0.01, 0.00, 0.00], [-0.01, -0.01, 0.03], [0.00, 0.01, -0.01], [0.01, 0.00, 0.00], [0.02, 0.00, -0.01], [-0.01, 0.00, 0.02], [-0.03, 0.02, 0.00], [0.00, 0.01, 0.01], [0.01, 0.00, -0.01], [-0.01, 0.00, 0.01], [-0.02, 0.03, 0.01]],
  "mulliken_charge": [-0.7033, -0.7519, -0.1920, -0.6172, 0.9715, -0.7633, 0.8319, -0.5093, -0.5209, -0.5973, -0.5372, -1.3566, -0.1965, 0.4339, -0.0927, -0.2205, -0.7950, 0.4243, 0.3077, 0.2640, 0.3176, 0.1232, 0.5959, -0.0092, 0.2549, 0.4854, -0.1490, -1.2243, 0.9256, -0.8761, -1.7413, 2.7083, 0.7647, -1.1213, -1.3735, 0.9369, -1.1569, -0.2383, 0.2871, 0.3200, 0.3607, 0.3545, -0.1736, 0.2675, 0.4106, 0.0509, 0.3975, 0.3185, 0.3559, 0.3311, 0.3204, 0.3559, 0.2398, -0.7533, 0.2685, 0.2453, -0.4084, 0.2979, -0.7442, -0.3895, 1.0973, -0.2318, -0.0698, -0.9587, 0.3856, 0.2639, -0.7872, -0.4409, 0.5061, 0.3992, -0.1218, 1.2941, 0.5194, -0.1984, -0.8690, -0.5208, -0.6522, -0.6652, 0.6947, -0.3570, -0.6721, -0.4951, -0.6927, -0.5703, 0.8629, -0.3459, -0.9112, -0.3474, -0.5838, -0.5487, 0.4229, 0.3983, 0.3689, 0.4128, 0.5178, 0.3775, 0.4107, 0.3748, 0.4206, 0.3924, 0.1657, 0.3532, 0.3195, 0.3366, 0.4294],
  "charge": -2,
  "e_lumo_ha": 0.1359,
  "gap_ev": 4.08,
  "relative_energy_kj_mol": 116.3,
  "e_tot_ha": -9411.02574
}